[1]
15
Properties=species:S:1:pos:R:3:nbo_charge:R:1 method="wB97M-V/def2-TZVPD" total_energy_ev=-8273.39080 de_lowest_kcal_mol=131.06 fmax_ev_per_a=3.264 charge=+1
C -1.4536 1.2806 0.7468 -0.131
C -0.0534 1.0081 1.0364 -0.140
C 1.0830 -0.5417 -0.2898 0.299
N 1.4011 -0.0009 -1.4095 -0.751
N 0.0778 -1.4664 -0.3803 -0.836
O -1.0967 0.0655 1.4540 -0.469
H -2.1525 1.9733 1.2671 0.240
H -1.8413 1.1362 -0.3091 0.192
H 0.3911 1.5636 1.7842 0.199
H 1.9962 -0.9222 0.2380 0.242
H 2.3065 0.2712 -1.5469 0.412
H 0.8085 0.0186 -2.1993 0.396
H 0.1122 -2.3499 -0.0006 0.429
H -0.5292 -1.3162 -1.1715 0.398
H -1.0495 -0.7199 0.7806 0.520

[2]
15
Properties=species:S:1:pos:R:3:nbo_charge:R:1 method="wB97M-V/def2-TZVPD" total_energy_ev=-8276.70170 de_lowest_kcal_mol=54.70 fmax_ev_per_a=2.958 charge=+1
C 1.6652 0.1925 1.2436 -0.247
C 0.9085 -0.3657 0.2558 -0.360
C -0.5350 -0.3203 0.2318 0.724
N -1.1423 -1.3088 -0.5831 -0.797
N -0.5734 1.3644 -1.1782 -1.019
O -1.2908 0.1650 1.2026 -0.628
H 2.7259 0.2464 1.1326 0.237
H 1.3273 0.5532 2.2243 0.209
H 1.4039 -0.8950 -0.6033 0.259
H -0.5228 -2.1179 -0.5667 0.415
H -2.1633 -1.4905 -0.3725 0.430
H -0.0933 0.8247 -1.9947 0.422
H -0.0131 2.1528 -0.6899 0.415
H -1.5663 1.7137 -1.4354 0.423
H -0.8141 0.5787 1.9348 0.518

[3]
15
Properties=species:S:1:pos:R:3:nbo_charge:R:1 method="wB97M-V/def2-TZVPD" total_energy_ev=-8277.75102 de_lowest_kcal_mol=30.51 fmax_ev_per_a=1.697 charge=+1
C 1.1059 -1.5809 -0.6559 -0.057
C -0.0835 -1.7513 -1.1941 -0.349
N 1.5919 -0.2520 -0.2499 -0.733
H 1.8288 -2.3661 -0.5096 0.233
H -0.2787 -2.6785 -1.7140 0.250
H -0.9009 -1.0520 -1.0680 0.209
H 1.7102 0.3833 -1.0349 0.439
H 0.8449 0.1987 0.3820 0.471
H 2.4330 -0.2848 0.3218 0.446
C -1.0257 1.4485 1.4766 0.559
N -1.7278 1.7989 0.3934 -0.774
O 0.1601 1.1299 1.4885 -0.672
H -1.5920 1.4652 2.4168 0.158
H -2.7242 1.9167 0.4670 0.422
H -1.3417 1.6244 -0.5198 0.396

[4]
15
Properties=species:S:1:pos:R:3:nbo_charge:R:1 method="wB97M-V/def2-TZVPD" total_energy_ev=-8277.57086 de_lowest_kcal_mol=34.66 fmax_ev_per_a=1.521 charge=+1
C 0.8984 1.6718 1.0159 0.500
C 0.4091 -1.1634 -1.1921 -0.683
C -0.6271 -0.4140 -0.4467 0.306
N 0.5308 0.4542 0.9934 -0.687
N -1.5097 -1.0882 0.2661 -0.723
O 0.5059 2.5877 0.1905 -0.605
H 1.5977 2.0769 1.7526 0.197
H -0.0968 -1.7093 -1.9919 0.268
H 1.1455 -0.5095 -1.6468 0.253
H 0.9114 -1.8943 -0.5625 0.243
H -0.9877 0.5150 -0.8651 0.197
H 0.9167 -0.1746 1.6816 0.405
H -0.1059 2.2888 -0.4990 0.496
H -2.3062 -0.6326 0.6854 0.422
H -1.2823 -2.0085 0.6186 0.413

[5]
15
Properties=species:S:1:pos:R:3:nbo_charge:R:1 method="wB97M-V/def2-TZVPD" total_energy_ev=-8274.95111 de_lowest_kcal_mol=95.07 fmax_ev_per_a=4.439 charge=+1
C 1.4959 0.1384 0.0688 0.132
C -2.4225 -0.3354 0.7127 -0.761
C -1.6795 -0.6566 -0.5505 0.527
N 2.5324 -0.1208 -0.7173 -0.805
N 1.5998 1.0438 1.0474 -0.808
O -1.2016 -1.8963 -0.6146 -0.522
H -2.6118 -1.2462 1.2553 0.273
H -3.3651 0.2644 0.6337 0.304
H -1.8414 0.4328 1.3407 0.308
H -1.2158 0.1871 -1.2178 0.259
H 2.6392 -1.0173 -1.1815 0.407
H 3.4892 0.2956 -0.4655 0.361
H 0.6533 1.2555 1.4440 0.407
H 2.4373 1.6061 1.2289 0.388
H -0.6638 -2.0460 -1.3746 0.529

[6]
15
Properties=species:S:1:pos:R:3:nbo_charge:R:1 method="wB97M-V/def2-TZVPD" total_energy_ev=-8274.52064 de_lowest_kcal_mol=105.00 fmax_ev_per_a=3.442 charge=+1
N -0.1267 0.8183 1.7758 -0.819
C 0.3784 0.0159 0.7348 0.005
C 1.2456 0.7855 -1.0959 -0.457
C -0.4754 -0.4415 -0.2705 0.601
N -0.8539 -1.7447 -0.4848 -0.774
O -1.3819 0.4216 -0.8199 -0.686
H -0.4797 0.0628 2.3735 0.403
H 0.5483 1.3557 2.3045 0.407
H -1.9646 0.8649 -0.1877 0.532
H 1.3354 -0.4684 0.8827 0.217
H 1.6727 0.0529 -1.7456 0.234
H 0.4268 1.2502 -1.6221 0.232
H 1.7445 1.4286 -0.3998 0.235
H -1.8188 -1.8735 -0.7510 0.435
H -0.2507 -2.5282 -0.6941 0.433